The following is a quantum chemistry calculation of a cluster of 7 separate species, C7H28O7 in total in a non-equilibrium geometry, from the OMol25 dataset.

Last column: Mulliken charge in e.
CARTESIAN COORDINATES (ANGSTROEM)
C1 2.439 3.485 1.678  -0.3858
O1 3.461 3.810 2.507  -0.5397
H1 1.699 4.284 1.619  0.2448
H2 1.928 2.574 1.721  0.1627
H3 2.955 3.241 0.566  0.1905
H4 3.949 2.830 2.868  0.3324
C2 -2.841 -1.991 0.415  -0.5596
O2 -2.514 -1.488 -0.829  -0.5095
H5 -3.056 -1.215 0.945  0.2713
H6 -1.946 -2.555 1.038  0.0921
H7 -3.531 -2.747 0.292  0.4126
H8 -3.277 -1.678 -1.505  0.2872
C3 2.363 -2.997 2.504  -0.5612
O3 1.061 -2.926 1.900  -0.3908
H9 2.964 -3.327 1.710  0.2730
H10 2.446 -3.682 3.347  0.2374
H11 2.586 -1.810 2.739  0.1553
H12 1.064 -3.239 1.164  0.2887
C4 0.832 0.076 -0.667  -0.3428
O4 -0.408 0.420 -1.327  -0.4720
H13 1.300 0.978 -0.203  -0.0164
H14 1.503 -0.368 -1.407  0.2759
H15 0.705 -0.593 0.243  0.2707
H16 -1.061 -0.281 -1.232  0.3065
C5 -2.501 2.154 1.008  -0.6696
O5 -3.778 2.578 1.167  -0.5095
H17 -1.739 2.861 1.080  0.3884
H18 -2.037 2.066 0.014  0.2383
H19 -2.325 1.192 1.276  0.2499
H20 -4.074 3.096 1.858  0.3071
C6 -0.104 -3.819 -1.102  -0.7969
O6 1.091 -4.379 -0.770  -0.5454
H21 -0.240 -3.964 -2.080  0.5881
H22 -0.274 -2.723 -0.947  0.1826
H23 -1.007 -4.554 -0.704  0.1704
H24 1.687 -4.010 -1.579  0.3643
C7 0.088 3.320 -3.432  -0.6700
O7 0.616 2.957 -2.199  -0.4405
H25 -0.771 4.131 -3.640  0.2360
H26 -0.284 2.431 -4.025  0.2457
H27 0.889 3.604 -4.110  0.2869
H28 0.138 2.257 -1.901  0.3510

Its charge is 0. For the LUMO energy, the calculation gives 0.3 eV. The HOMO energy is -9.6 eV. The relative energy (zero: lowest compared OMol25 entry of this formula, charge and spin) comes out at 231.8 kcal/mol. Its multiplicity is 1. As for the HOMO-LUMO gap: 0.366 Ha.

***

The following is a quantum chemistry calculation of a cluster of 7 separate species, C7H28O7 in total in a non-equilibrium geometry, from the OMol25 dataset.

Last column: Mulliken charge in e.
CARTESIAN COORDINATES (ANGSTROEM)
C1 -13.935 4.827 -5.686  -0.5755
O1 -14.243 3.894 -4.634  -0.3515
H1 -14.631 5.665 -5.695  0.2098
H2 -12.894 5.178 -5.606  0.2787
H3 -14.111 4.278 -6.632  0.3114
H4 -14.526 4.309 -3.857  0.2830
C2 -15.817 1.176 -4.570  -0.5921
O2 -16.187 2.333 -5.261  -0.6888
H5 -15.081 1.445 -3.799  0.1917
H6 -16.714 0.607 -4.231  0.2444
H7 -15.407 0.540 -5.336  0.2897
H8 -15.417 2.948 -5.301  0.5683
C3 -17.516 4.321 -2.562  -0.7178
O3 -17.093 4.495 -3.921  -0.6008
H9 -16.858 3.597 -2.142  0.2917
H10 -17.212 5.195 -2.002  0.2890
H11 -18.545 4.075 -2.520  0.2875
H12 -17.080 3.621 -4.417  0.4169
C4 -11.258 2.726 -3.471  -0.3510
O4 -11.808 2.161 -2.300  -0.5255
H13 -10.287 3.113 -3.202  0.3076
H14 -11.256 2.016 -4.308  0.2580
H15 -11.867 3.584 -3.838  -0.0581
H16 -12.709 2.578 -2.283  0.3226
C5 -13.075 5.927 -1.161  -0.7353
O5 -14.000 5.438 -2.091  -0.3728
H17 -13.327 6.961 -0.859  0.3054
H18 -13.163 5.443 -0.178  0.2563
H19 -12.051 5.841 -1.518  0.2736
H20 -14.610 6.064 -2.492  0.2821
C6 -16.176 7.986 -4.469  -0.8025
O6 -15.581 6.797 -4.039  -0.5157
H21 -17.028 8.190 -3.830  0.2821
H22 -15.505 8.820 -4.336  0.2669
H23 -16.466 7.944 -5.511  0.3109
H24 -16.082 5.932 -4.166  0.3305
C7 -10.266 4.253 0.860  -0.3430
O7 -10.937 5.262 1.611  -0.5119
H25 -9.726 3.600 1.519  0.3352
H26 -11.025 3.845 0.184  0.0633
H27 -9.433 4.745 0.261  0.2074
H28 -10.438 5.595 2.350  0.2781

Its charge is 0. For the LUMO energy, the calculation gives 0.8 eV. The HOMO energy is -10.0 eV. The relative energy (zero: lowest compared OMol25 entry of this formula, charge and spin) comes out at 84.4 kcal/mol. Its multiplicity is 1. As for the HOMO-LUMO gap: 0.397 Ha.

***

The following is a quantum chemistry calculation of a cluster of 7 separate species, C7H28O7 in total in a non-equilibrium geometry, from the OMol25 dataset.

Last column: Mulliken charge in e.
CARTESIAN COORDINATES (ANGSTROEM)
C1 -4.366 2.703 3.582  -0.5060
O1 -5.735 2.344 3.707  -0.5075
H1 -4.191 3.704 3.977  0.2354
H2 -3.752 1.964 4.097  0.2436
H3 -3.942 2.724 2.578  0.2302
H4 -6.051 2.482 4.603  0.3040
C2 -0.202 5.930 -3.514  -0.4943
O2 0.014 6.049 -2.129  -0.4880
H5 -1.218 5.649 -3.791  0.2407
H6 0.066 6.866 -4.004  0.2434
H7 0.504 5.201 -3.912  0.2056
H8 -0.701 6.546 -1.726  0.2924
C3 1.200 0.073 -0.846  -0.4909
O3 1.291 -1.326 -0.933  -0.4977
H9 0.691 0.469 -1.724  0.2368
H10 0.714 0.349 0.090  0.2307
H11 2.171 0.555 -0.962  0.2190
H12 0.425 -1.717 -0.792  0.3024
C4 1.721 -8.214 1.433  -0.5277
O4 0.449 -7.881 1.938  -0.4899
H13 2.141 -7.327 0.958  0.2177
H14 2.460 -8.508 2.178  0.2516
H15 1.743 -8.935 0.617  0.2558
H16 0.034 -8.644 2.346  0.2925
C5 4.836 -2.749 -5.574  -0.4813
O5 4.596 -3.701 -4.556  -0.4942
H17 5.270 -3.286 -6.418  0.2008
H18 3.902 -2.299 -5.909  0.2370
H19 5.576 -2.025 -5.233  0.2349
H20 4.112 -3.234 -3.872  0.3026
C6 2.163 6.681 3.630  -0.4769
O6 2.470 5.578 2.832  -0.4977
H21 2.696 6.735 4.580  0.2250
H22 2.402 7.567 3.042  0.2319
H23 1.079 6.712 3.730  0.2199
H24 1.939 5.580 2.032  0.2977
C7 -4.728 -3.585 0.642  -0.5154
O7 -3.443 -3.990 0.169  -0.4949
H25 -4.632 -3.084 1.606  0.2481
H26 -5.236 -2.877 -0.012  0.2269
H27 -5.412 -4.419 0.799  0.2386
H28 -3.057 -4.660 0.739  0.2972

Its charge is 0. For the LUMO energy, the calculation gives 0.3 eV. The HOMO energy is -10.2 eV. The relative energy (zero: lowest compared OMol25 entry of this formula, charge and spin) comes out at 106.0 kcal/mol. Its multiplicity is 1. As for the HOMO-LUMO gap: 0.386 Ha.

***

The following is a quantum chemistry calculation of a structure of composition C7H28O7 in a non-equilibrium geometry, from the OMol25 dataset.

Last column: Mulliken charge in e.
CARTESIAN COORDINATES (ANGSTROEM)
C1 0.935 2.662 1.299  -0.6966
O1 1.797 2.671 0.207  -0.5735
H1 1.176 1.863 2.000  0.2722
H2 0.887 3.647 1.761  0.4360
H3 -0.057 2.349 0.974  0.4344
H4 2.626 3.122 0.381  0.3595
C2 -2.639 1.394 1.004  0.0374
O2 -4.035 1.568 0.620  -0.5802
H5 -2.444 2.014 1.878  0.2375
H6 -2.588 0.356 1.336  0.1064
H7 -2.009 1.687 0.164  -0.0168
H8 -4.460 0.707 0.601  0.3308
C3 -0.401 -2.625 1.880  -0.8831
O3 -0.681 -1.335 1.313  -0.5984
H9 0.514 -2.859 1.334  0.5137
H10 -0.319 -2.696 2.964  0.2518
H11 -1.183 -3.345 1.637  0.2175
H12 0.151 -0.960 1.015  0.3483
C4 0.064 3.462 -1.958  -0.9557
O4 -0.242 2.335 -1.143  -0.4901
H13 -0.804 3.730 -2.561  0.2981
H14 0.132 4.292 -1.255  0.3312
H15 0.999 3.512 -2.516  0.2952
H16 0.488 2.222 -0.530  0.5868
C5 -0.069 0.195 -0.094  1.5841
O5 1.133 -0.193 0.425  -0.8945
H17 -0.241 1.254 0.095  -2.3032
H18 -0.027 0.050 -1.174  -0.0260
H19 -0.939 -0.418 0.143  0.6792
H20 1.847 0.393 0.162  0.4433
C6 2.284 -2.831 0.120  0.2998
O6 1.223 -3.819 0.153  -0.7963
H21 2.951 -2.855 -0.741  0.3152
H22 1.827 -1.845 0.205  -0.4655
H23 3.027 -3.061 0.883  0.3229
H24 0.550 -3.529 -0.467  0.5558
C7 -0.206 -2.036 -2.367  -0.7403
O7 0.378 -2.462 -1.131  -0.3751
H25 -0.409 -0.966 -2.308  0.2700
H26 0.358 -2.474 -3.190  0.2894
H27 -1.143 -2.584 -2.458  0.3177
H28 -0.450 -2.595 -0.662  0.2612

Its charge is 0. For the LUMO energy, the calculation gives 0.1 eV. The HOMO energy is -8.6 eV. The relative energy (zero: lowest compared OMol25 entry of this formula, charge and spin) comes out at 266.1 kcal/mol. Its multiplicity is 1. As for the HOMO-LUMO gap: 0.323 Ha.